# 1
# C28H50Br8N4O3

A cluster of 9 separate species, C28H50Br8N4O3 in total at a distorted geometry (wB97M-V/def2-TZVPD, OMol25).

Cartesian coordinates (Å):
C1 -21.85696 9.75889 4.38912
C2 -20.37289 9.44890 4.45661
C3 -20.01456 8.10849 3.80534
O1 -19.51804 8.40657 2.44472
C4 -19.29513 9.70418 2.42703
O2 -18.83379 10.28992 1.49336
O3 -19.72989 10.33821 3.52695
H1 -22.46716 8.93172 4.84470
H2 -22.24004 10.05853 3.43775
H3 -22.08747 10.64465 5.04009
H4 -19.89917 9.52490 5.46361
H5 -20.84723 7.45547 3.63848
H6 -19.23640 7.57027 4.37765
Br1 -16.96550 8.41154 6.21797
C5 -16.70577 8.00231 8.09173
C6 -15.43713 7.23229 8.43487
Br2 -13.83792 8.33663 8.35852
H7 -17.50270 7.34772 8.44908
H8 -16.72443 8.94009 8.65026
H9 -15.31462 6.40040 7.77252
H10 -15.52465 6.90311 9.51350
Br3 -20.10014 4.30444 11.34110
C7 -20.22518 2.37791 11.80996
C8 -19.41221 1.92893 12.99604
Br4 -19.38324 -0.04227 13.10101
H11 -19.96583 1.82293 10.92214
H12 -21.28056 2.25282 11.99878
H13 -19.78579 2.32713 13.95415
H14 -18.36288 2.14409 12.87601
Br5 -27.49333 6.04033 6.17533
C9 -25.91206 5.91328 7.24883
C10 -25.64319 7.14929 7.99422
Br6 -25.01365 8.61636 6.91748
H15 -25.06306 5.53164 6.68375
H16 -26.19696 5.12013 7.96759
H17 -24.87408 6.97518 8.76075
H18 -26.56372 7.58675 8.47959
Br7 -17.06352 4.22525 6.56684
C11 -17.24249 2.45681 7.33406
C12 -17.10347 2.50871 8.85097
Br8 -17.02603 0.74557 9.67677
H19 -16.41143 1.94430 6.85215
H20 -18.23431 2.17433 7.05760
H21 -17.82815 3.16997 9.34197
H22 -16.18469 3.01877 9.06973
C13 -19.33096 13.33307 7.78707
C14 -18.88857 13.03417 9.17804
C15 -18.63535 11.56158 9.45676
C16 -17.93790 11.29203 10.71812
N1 -17.29936 11.12530 11.64608
H23 -18.92471 12.63079 7.06547
H24 -18.97441 14.31667 7.45841
H25 -20.38843 13.33047 7.63407
H26 -19.64790 13.40963 9.87944
H27 -17.99114 13.62753 9.37113
H28 -18.04659 11.13674 8.65894
H29 -19.56482 10.96955 9.41228
C17 -22.17175 2.81004 6.45767
C18 -23.04996 2.12203 5.40102
C19 -22.10563 1.77977 4.20100
C20 -21.40222 0.57574 4.63276
N2 -20.86461 -0.34088 5.06600
H30 -21.37268 2.13647 6.71614
H31 -22.73963 3.09375 7.35860
H32 -21.85054 3.75576 6.02690
H33 -23.89361 2.69980 5.08073
H34 -23.43310 1.20477 5.80628
H35 -21.39671 2.55979 3.93681
H36 -22.67681 1.43689 3.35866
C21 -21.31717 8.30431 12.62104
C22 -20.08096 9.05914 12.84898
C23 -18.74278 8.25122 12.76267
C24 -18.48385 7.55520 11.52846
N3 -18.29279 7.04426 10.50429
H37 -21.56664 7.66622 13.50477
H38 -21.22698 7.52687 11.90677
H39 -22.17757 8.90198 12.32543
H40 -20.07334 9.38682 13.88177
H41 -20.01437 9.95039 12.18775
H42 -18.62379 7.56154 13.59938
H43 -17.90922 8.94099 12.93018
C25 -20.16998 6.27941 6.54172
C26 -20.43852 5.89746 7.94672
C27 -21.70553 6.61501 8.54025
C28 -21.52112 8.10475 8.62398
N4 -21.38024 9.24010 8.66071
H44 -20.19176 7.36812 6.42533
H45 -20.98862 5.96658 5.90587
H46 -19.22341 5.87954 6.18133
H47 -19.56043 6.09945 8.60336
H48 -20.52768 4.80497 8.09169
H49 -21.88078 6.20046 9.53505
H50 -22.55970 6.49307 7.89744


# 2
# C28H50IN7O4

A cluster of 5 separate species, C28H50IN7O4 in total at a distorted geometry (wB97M-V/def2-TZVPD, OMol25).

Cartesian coordinates (Å):
C1 -2.95842 4.08400 0.31106
C2 -4.06358 3.27116 -0.59626
C3 -3.43562 3.23336 -2.14571
C4 -4.42871 1.76337 -0.02515
C5 -3.49303 1.53063 1.32997
C6 -4.05602 2.02352 2.81351
C7 -3.07720 1.81707 4.11366
C8 -1.60601 1.13583 3.86060
C9 -0.58747 0.96938 5.17667
N1 0.23218 2.27624 5.21675
C10 -1.05337 0.59940 2.38084
N2 0.30999 -0.03200 2.36434
C11 0.62077 -0.49499 0.96848
C12 -0.32935 -0.30494 -0.33833
C13 0.18734 -0.88332 -1.79672
C14 1.06414 0.25026 -2.60480
C15 0.41005 0.36552 -4.12499
I1 2.01592 1.08911 -5.46100
N3 -1.66802 0.37614 -0.29682
C16 -2.02917 0.80670 1.09664
H1 -2.81685 5.14379 -0.21908
H2 -1.91605 3.54645 0.21881
H3 -3.29422 4.31242 1.40896
H4 -5.07414 3.88812 -0.54695
H5 -2.77473 4.22430 -2.21732
H6 -2.65644 2.33956 -2.24867
H7 -4.26183 3.23213 -2.97465
H8 -4.20001 0.93475 -0.84848
H9 -5.58742 1.62907 0.22278
H10 -5.13007 2.49049 2.82427
H11 -3.43534 2.17002 5.18717
H12 0.14474 0.04496 5.04637
H13 -1.20821 0.92085 6.17393
H14 0.58631 2.46589 4.23801
H15 -0.49640 3.03805 5.36289
H16 1.66368 -1.04552 0.80460
H17 -0.72972 -1.31081 -2.41224
H18 0.90597 -1.80103 -1.59863
H19 2.21836 -0.02825 -2.65394
H20 0.94695 1.27206 -2.03856
H21 -0.48537 1.13232 -4.04132
H22 0.03231 -0.68812 -4.49539
C17 -4.53719 -2.14610 -0.19406
N4 -5.58252 -2.90233 -0.85186
C18 -5.28834 -3.55089 -2.11287
C19 -6.84702 -3.02446 -0.31675
O1 -7.77390 -3.64730 -0.81986
H23 -4.20944 -1.34223 -0.85966
H24 -3.69655 -2.81340 0.01659
H25 -4.89454 -1.71208 0.74375
H26 -5.96608 -3.16278 -2.87927
H27 -5.45550 -4.62699 -2.00714
H28 -4.25243 -3.36632 -2.40952
H29 -6.96376 -2.49405 0.64226
C20 4.61612 -5.45802 0.22832
N5 3.45969 -4.62951 -0.04282
C21 2.54050 -4.33701 1.03738
C22 3.20618 -4.11100 -1.29466
O2 2.24976 -3.40547 -1.59070
H30 4.27618 -6.43397 0.58692
H31 5.22432 -4.97571 0.99892
H32 5.22148 -5.59742 -0.67151
H33 1.54577 -4.70445 0.76751
H34 2.48950 -3.25312 1.17764
H35 2.87016 -4.81341 1.96450
H36 3.96564 -4.39366 -2.04166
C23 -0.58804 8.68198 2.86919
N6 -1.38756 8.00227 1.87117
C24 -2.81358 7.87224 2.08766
C25 -0.83534 7.47575 0.72311
O3 -1.45278 6.89088 -0.15829
H37 -0.68578 8.15282 3.82159
H38 -0.95532 9.70633 2.97947
H39 0.46606 8.70796 2.57977
H40 -3.07617 6.81007 2.10052
H41 -3.34443 8.35632 1.26246
H42 -3.10410 8.33501 3.03457
H43 0.25406 7.62930 0.65752
C26 8.74868 -5.41762 -3.97925
N7 8.77530 -5.61629 -2.54499
C27 10.04367 -5.88533 -1.89990
C28 7.63336 -5.55756 -1.77509
O4 7.58626 -5.71569 -0.56145
H44 9.13337 -6.31724 -4.46847
H45 9.38421 -4.56352 -4.23018
H46 7.73198 -5.22427 -4.33211
H47 9.98646 -6.85289 -1.39205
H48 10.23618 -5.10742 -1.15499
H49 10.85410 -5.90168 -2.63346
H50 6.72545 -5.34766 -2.36358


# 3
# C28H51AsAuNP2SSi3

A structure of composition C28H51AsAuNP2SSi3 at a distorted geometry (wB97M-V/def2-TZVPD, OMol25).

Cartesian coordinates (Å):
Au1 -1.53518 -0.12783 -1.00532
S1 -0.62424 4.13995 -2.58249
C1 -0.83740 4.35503 -0.86427
C2 -0.84901 5.51680 -0.10689
C3 -1.04085 5.40755 1.25633
C4 -1.22375 4.16548 1.86849
C5 -1.18762 3.00535 1.12468
C6 -0.99769 3.09814 -0.25072
N1 -0.94006 2.05174 -1.11599
C7 -0.76150 2.42180 -2.35810
C8 -0.62571 1.42371 -3.38466
C9 -0.34135 1.73803 -4.71825
C10 -0.15215 0.72225 -5.63251
C11 -0.19168 -0.59811 -5.21914
C12 -0.45920 -0.91594 -3.89031
C13 -0.71761 0.08318 -2.98037
H1 -0.72650 6.47650 -0.58008
H2 -1.04474 6.29976 1.86114
H3 -1.40032 4.12844 2.93334
H4 -1.29172 2.01669 1.55359
H5 -0.26385 2.76930 -5.02586
H6 0.04653 0.95510 -6.66738
H7 -0.01957 -1.38361 -5.93697
H8 -0.45046 -1.95008 -3.58208
C14 -2.07511 -3.67932 -2.13981
P1 -2.26336 -2.47316 -0.78644
C15 -2.25509 -3.57173 0.69024
C16 -4.04268 -2.05116 -0.94594
C17 -4.53540 -1.26405 0.25949
P2 -3.52289 0.25723 0.60171
C18 -4.69761 1.57983 0.12495
C19 -3.65434 0.31246 2.43468
H9 -2.34306 -3.21932 -3.08878
H10 -2.73182 -4.52980 -1.95296
H11 -1.04160 -4.02120 -2.18642
H12 -3.07990 -4.27798 0.60948
H13 -2.34503 -3.00411 1.61322
H14 -1.31611 -4.12000 0.71268
H15 -4.60968 -2.98145 -1.05437
H16 -4.16085 -1.46931 -1.86664
H17 -4.49178 -1.89242 1.15297
H18 -5.57203 -0.95683 0.10068
H19 -4.27212 2.55345 0.36302
H20 -5.64026 1.45644 0.66262
H21 -4.88207 1.52985 -0.94655
H22 -4.67879 0.13327 2.75787
H23 -3.33953 1.29605 2.78394
H24 -2.99895 -0.44509 2.86634
C20 4.41218 -2.77562 0.42565
Si1 2.72658 -2.30467 -0.31787
C21 2.74592 -1.93023 -2.18203
C22 1.46178 -3.67808 0.04411
As1 1.74045 -0.34350 0.73688
Si2 1.47821 -0.64746 3.14068
C23 0.12569 -1.98153 3.28860
C24 0.81482 0.95599 3.92066
C25 3.15489 -1.20067 3.85672
Si3 3.14824 1.54150 0.19903
C26 2.84907 1.91142 -1.64074
C27 4.92543 0.96966 0.59361
C28 2.63267 2.99633 1.30846
H25 4.72953 -3.73534 0.02477
H26 4.36135 -2.87621 1.50618
H27 5.18054 -2.04928 0.18242
H28 2.68068 -2.84272 -2.76743
H29 3.65998 -1.42953 -2.48799
H30 1.90569 -1.29828 -2.46663
H31 1.75681 -4.61790 -0.41100
H32 0.49062 -3.39083 -0.35779
H33 1.36157 -3.85133 1.11251
H34 -0.68852 -1.75712 2.60134
H35 -0.28102 -2.02257 4.29388
H36 0.49903 -2.97253 3.04991
H37 -0.17995 1.19247 3.55208
H38 1.45587 1.80959 3.72215
H39 0.74025 0.84825 4.99988
H40 3.36202 -2.23868 3.61021
H41 3.14553 -1.11792 4.94032
H42 3.97720 -0.59057 3.49117
H43 3.28857 1.15693 -2.28708
H44 3.27425 2.86991 -1.92355
H45 1.78259 1.94502 -1.84861
H46 5.36212 0.43519 -0.24391
H47 4.94776 0.32044 1.46572
H48 5.56154 1.82364 0.80301
H49 1.55243 3.06862 1.40527
H50 2.98390 3.93626 0.89211
H51 3.05943 2.91046 2.30514

As for the charge: +2. The calculation puts the energy relative to the best compared isomer or geometry (same formula, charge and spin) at 1.912 eV.


# 4
# C28H51B3Br16FI2NO6

A structure of composition C28H51B3Br16FI2NO6 at a distorted geometry (wB97M-V/def2-TZVPD, OMol25).

Cartesian coordinates (Å):
C1 -1.08897 0.82158 7.49265
C2 -2.43636 0.32367 6.99088
O1 -2.66668 -1.06937 7.12267
C3 -1.57172 -1.91724 6.82717
C4 -0.97833 -1.75799 5.42084
C5 -1.28090 -2.90953 4.44418
C6 -2.34714 -2.60634 3.39378
C7 -2.16888 -1.33844 2.56204
B1 -0.90766 -1.20709 1.67787
O2 0.25392 -1.99225 1.74831
B2 1.39671 -1.23487 1.70116
C8 2.55180 -1.32996 2.79688
O3 2.33342 -0.80628 3.86122
N1 3.79915 -1.92924 2.50091
C9 4.57597 -2.18281 3.65531
O4 5.38280 -1.48925 4.12379
F1 4.28914 -3.39983 4.17517
O5 1.49300 -0.26753 0.72100
B3 0.32736 0.51986 0.78226
C10 0.41184 2.05164 1.01688
I1 0.27776 2.46746 3.05247
C11 0.54946 2.93764 0.03523
C12 0.63039 2.43474 -1.39143
I2 0.66872 4.98939 0.30817
O6 -0.86245 -0.17422 0.72180
H1 -1.14181 1.88316 7.72890
H2 -0.72101 0.24144 8.33699
H3 -0.33292 0.72626 6.70804
H4 -2.59732 0.63994 5.95278
H5 -3.22810 0.80492 7.56761
H6 -1.97308 -2.92911 6.91591
H7 -0.78622 -1.85655 7.58724
H8 0.10819 -1.74386 5.54569
H9 -1.22657 -0.79535 4.97533
H10 -1.64011 -3.78093 4.99914
H11 -0.34921 -3.23499 3.98111
H12 -3.34059 -2.61500 3.84677
H13 -2.34826 -3.44293 2.68482
H14 -3.01794 -1.25576 1.87372
H15 -2.22316 -0.43186 3.17719
H16 3.61542 -2.79470 1.99247
H17 1.52681 1.82866 -1.52546
H18 -0.27266 1.85377 -1.58382
H19 0.66306 3.26913 -2.08875
Br1 0.85234 6.16498 -3.39218
C13 -0.78100 6.84474 -4.19486
C14 -1.45647 7.86658 -3.32162
Br2 -2.36941 7.04504 -1.81631
H20 -1.41158 5.98424 -4.39272
H21 -0.47282 7.29510 -5.13665
H22 -2.22784 8.38794 -3.88347
H23 -0.75525 8.58490 -2.90997
Br3 3.97928 3.61520 -7.08232
C15 4.88046 5.21009 -6.42273
C16 3.97525 6.04927 -5.56484
Br4 2.68645 7.03115 -6.63735
H24 5.24135 5.75115 -7.29256
H25 5.72815 4.84723 -5.84674
H26 4.54883 6.80475 -5.03305
H27 3.40262 5.46055 -4.85535
Br5 0.28213 -1.25157 -4.53456
C17 -1.18040 -1.62255 -3.30874
C18 -2.36801 -0.73332 -3.56273
Br6 -2.05374 1.06754 -2.89950
H28 -0.78494 -1.50101 -2.30500
H29 -1.44654 -2.66391 -3.47370
H30 -3.23597 -1.10016 -3.01648
H31 -2.60987 -0.64368 -4.61675
Br7 2.22922 -4.79622 1.48512
C19 2.55513 -5.08572 3.37925
C20 1.96985 -6.36755 3.90669
Br8 0.04956 -6.22527 4.14851
H32 2.15266 -4.22005 3.89550
H33 3.63765 -5.10393 3.48145
H34 2.37562 -6.56162 4.89683
H35 2.15052 -7.22296 3.26403
Br9 3.36157 -7.50987 -1.42355
C21 4.75010 -6.25389 -1.94457
C22 6.06169 -6.55391 -1.26933
Br10 6.06765 -5.99601 0.59322
H36 4.38155 -5.26078 -1.70916
H37 4.84821 -6.36121 -3.02221
H38 6.86686 -5.99429 -1.73933
H39 6.29881 -7.61237 -1.28025
Br11 -5.43654 -0.35753 -0.64202
C23 -6.61158 0.52823 -1.91441
C24 -5.90713 1.63341 -2.65556
Br12 -5.65586 3.21219 -1.55499
H40 -7.46659 0.88423 -1.34957
H41 -6.93014 -0.24698 -2.60765
H42 -6.50704 1.95808 -3.50285
H43 -4.91973 1.33882 -2.99670
Br13 -5.22369 -2.93812 5.44680
C25 -7.03607 -2.94848 4.74779
C26 -7.44872 -4.31863 4.28088
Br14 -6.61981 -4.77980 2.58335
H44 -7.06628 -2.21479 3.94884
H45 -7.66994 -2.62045 5.56839
H46 -8.52090 -4.35279 4.10221
H47 -7.17039 -5.09499 4.98557
Br15 6.92263 6.94745 -9.69578
C27 5.10327 6.70874 -10.34277
C28 4.77235 5.25724 -10.55799
Br16 5.57935 4.54788 -12.17814
H48 5.01131 7.29672 -11.24974
H49 4.46379 7.12660 -9.56718
H50 3.69996 5.13304 -10.68813
H51 5.11118 4.63137 -9.73922


# 5
# C28H51Cl2N2NaO6Sb

A structure of composition C28H51Cl2N2NaO6Sb at a distorted geometry (wB97M-V/def2-TZVPD, OMol25).

Cartesian coordinates (Å):
Na1 0.57394 1.01136 -1.01554
N1 -1.40992 2.61190 -3.12978
N2 -0.84778 1.82606 -4.17266
C1 -0.33236 0.54083 -3.89261
O1 -0.15791 -0.19531 -4.85679
O2 -0.09696 0.29405 -2.67245
H1 -1.64779 1.96877 -2.37085
H2 -0.65625 3.19186 -2.75600
H3 -1.39990 1.86189 -5.01959
C2 -1.01151 4.15461 1.36677
C3 -1.13694 2.63024 1.35484
C4 -2.17293 2.22106 2.39899
O3 -1.49333 2.16879 0.06104
C5 0.23974 1.97761 1.72672
O4 0.73440 2.34196 2.79313
O5 0.69582 1.15871 0.90824
H4 -1.98698 4.62086 1.19858
H5 -0.32675 4.48400 0.58631
H6 -0.62447 4.46693 2.33396
H7 -3.10917 2.77125 2.26427
H8 -1.78018 2.42397 3.39149
H9 -2.36920 1.15594 2.32459
H10 -2.40059 2.45833 -0.09281
Cl1 2.38035 -1.06877 -0.28551
C6 3.39860 -1.61536 -1.62882
Cl2 2.97600 -0.69063 -3.08615
H11 3.19734 -2.66501 -1.83221
H12 4.44092 -1.43272 -1.37456
C7 5.32118 0.82332 4.16743
C8 4.75641 1.60830 3.02811
C9 4.95030 1.20478 1.71269
C10 4.32090 1.84917 0.66527
C11 4.64867 1.48014 -0.74170
C12 3.42156 2.90245 0.93988
C13 2.42822 3.31994 -0.02998
O6 2.14888 2.78805 -1.08691
C14 3.35324 3.42057 2.24919
C15 2.57074 4.63617 2.62746
C16 4.01842 2.75583 3.26573
H13 6.07835 0.12237 3.82431
H14 4.51259 0.25916 4.63010
H15 5.74962 1.47672 4.92530
H16 5.58269 0.35261 1.50965
H17 5.40627 0.70188 -0.77377
H18 5.02731 2.35559 -1.26782
H19 3.76080 1.14664 -1.26389
H20 1.82788 4.18760 0.29301
H21 1.57287 4.30036 2.90564
H22 2.50398 5.36673 1.82765
H23 3.03063 5.10490 3.49560
H24 3.90860 3.11390 4.27829
C17 -2.41061 -3.79853 1.57603
C18 -1.47701 -2.62826 1.29924
C19 -0.04941 -3.08626 1.56495
C20 -1.80115 -1.51156 2.27834
Sb1 -1.40920 -1.54611 -0.74616
C21 -0.95944 -3.31518 -2.13102
C22 -1.55245 -4.64152 -1.67986
C23 0.55876 -3.41428 -2.15153
C24 -1.41260 -3.02077 -3.54960
C25 -3.64906 -1.18315 -1.16472
C26 -4.59432 -2.28843 -0.71818
C27 -3.99695 0.10957 -0.43650
C28 -3.84225 -0.92779 -2.65482
H25 -2.27751 -4.12819 2.61242
H26 -2.20360 -4.64777 0.93357
H27 -3.45221 -3.52248 1.45430
H28 0.06658 -3.39117 2.61053
H29 0.65509 -2.27829 1.37806
H30 0.21720 -3.93912 0.93980
H31 -1.67009 -1.84472 3.31128
H32 -2.83501 -1.18867 2.16540
H33 -1.13987 -0.66346 2.11675
H34 -1.06729 -4.99733 -0.77379
H35 -1.40495 -5.40030 -2.45404
H36 -2.62128 -4.55640 -1.49926
H37 0.97011 -3.54426 -1.14969
H38 0.95398 -2.50407 -2.59276
H39 0.88059 -4.26000 -2.76892
H40 -2.49132 -3.07863 -3.64214
H41 -0.98607 -3.75928 -4.23319
H42 -1.07599 -2.04396 -3.88315
H43 -4.66868 -2.32147 0.36669
H44 -4.26973 -3.26205 -1.07877
H45 -5.60025 -2.10447 -1.11057
H46 -3.68992 0.08377 0.60675
H47 -5.07598 0.29605 -0.46868
H48 -3.49331 0.93755 -0.92968
H49 -3.95267 -1.85904 -3.20188
H50 -3.00033 -0.38228 -3.07488
H51 -4.74813 -0.33805 -2.82414

As for the charge: -1. The calculation puts the energy relative to the best compared isomer or geometry (same formula, charge and spin) at 1.505 eV.


Number 1: HOMO energy -10.10 eV, molar mass 1130.0 g mol⁻¹. Number 2: HOMO energy -7.76 eV, molar mass 675.7 g mol⁻¹. Number 3: HOMO energy -12.12 eV, molar mass 851.9 g mol⁻¹. Number 4: HOMO energy -8.63 eV, molar mass 2081.4 g mol⁻¹. Number 5: HOMO energy -4.86 eV, molar mass 727.4 g mol⁻¹.